26
Properties=species:S:1:pos:R:3:forces:R:3 method="wB97M-V/def2-TZVPD" spin_multiplicity=1 total_energy_ha=-796.7713 homo_lumo_gap_ev=9.05 charge=+1 relative_energy_ev=0.117
C 0.4611 0.7284 0.8930 -0.804 -1.741 1.406
C -0.1020 -0.4599 0.4806 -1.862 0.469 -0.683
C 1.8772 -0.1533 -0.5593 -1.822 0.835 1.666
C -2.4932 1.3107 -0.4104 2.601 -2.669 -0.559
C -2.7328 -0.2202 -0.5381 0.223 1.004 -1.053
C 2.9790 -0.3225 -1.4711 2.376 -0.071 0.247
C 2.8044 1.5439 0.8964 0.862 3.355 0.354
C -2.3019 -1.1249 0.5899 1.736 2.619 0.270
N 1.6897 0.8743 0.3519 0.866 -4.001 -2.637
N 0.7719 -0.9203 -0.5206 0.264 2.073 1.963
O -1.6676 2.1520 -0.3819 -1.164 0.560 -0.221
O -3.6338 0.8884 -0.0019 -2.178 0.773 0.917
O -3.1626 -0.7542 -1.6844 -0.950 -1.309 -0.180
O -2.1652 -2.4208 0.3393 -0.735 0.826 -0.103
O -2.7315 -0.6470 1.7544 0.779 -2.340 0.804
H 0.1988 1.3242 1.7407 -0.336 0.357 0.078
H 3.9850 -0.1306 -0.9340 -1.577 -0.031 -1.056
H 3.0494 -1.4045 -1.7084 -0.169 0.859 -0.655
H 2.8192 0.4165 -2.2969 0.600 -1.056 0.240
H 2.9287 1.4573 1.9707 -0.204 -0.907 0.188
H 3.7901 1.2627 0.4071 -1.580 0.871 0.441
H 2.4523 2.6246 0.8485 1.556 -0.740 -0.433
H 0.5778 -1.7053 -1.0765 0.018 -1.023 -0.854
H -3.8341 -1.5046 -1.5745 1.347 1.366 0.053
H -2.2816 -2.9688 1.1204 0.055 -0.066 0.528
H -3.2781 0.1538 1.7650 0.099 -0.014 -0.721